## A
18
Properties=species:S:1:pos:R:3:nbo_charge:R:1 method="wB97M-V/def2-TZVPD" homo_energy_ha=-0.3286 lumo_energy_ev=0.89 homo_lumo_gap_ev=9.8
N 1.864 -0.906 -0.311 -0.8161
N 1.243 1.249 0.370 -0.7560
N -1.517 0.659 -0.080 -0.5761
C -1.266 0.268 1.285 -0.2268
C -0.845 -1.788 -0.193 -0.6166
C 0.955 0.038 0.087 0.4522
C -0.462 -0.386 0.213 -0.0082
H -0.504 -2.025 -1.201 0.2031
H -0.049 3.083 -1.693 -0.0293
H 1.564 -1.774 -0.718 0.3943
H 2.782 -0.594 -0.581 0.3897
H 0.363 2.819 -1.073 0.0171
H -1.930 -1.869 -0.184 0.2387
H -0.755 0.955 1.948 0.2163
H 2.199 1.509 0.147 0.3356
H -1.142 1.585 -0.268 0.3821
H -0.439 -2.517 0.509 0.2125
H -2.064 -0.307 1.742 0.1873



## B
18
Properties=species:S:1:pos:R:3:nbo_charge:R:1 method="wB97M-V/def2-TZVPD" homo_energy_ha=-0.2322 lumo_energy_ev=0.60 homo_lumo_gap_ev=6.9
N -0.995 0.861 0.295 -0.4657
N -0.955 1.912 -0.668 -0.6410
N 1.399 0.779 0.956 -0.7816
C -0.474 -0.477 -0.058 0.2066
C -0.264 -0.843 -1.335 -0.5016
C -0.646 -1.441 1.077 -0.6676
C 2.348 0.338 0.286 -0.1029
H 2.213 -0.383 -0.559 0.0810
H -0.164 -0.131 -2.140 0.1996
H -0.274 -1.028 2.015 0.2412
H -0.108 1.892 -1.238 0.3837
H -1.694 1.827 -1.362 0.3563
H -0.120 1.185 1.023 0.5072
H -1.698 -1.719 1.209 0.2085
H -1.934 0.813 0.701 0.3992
H 0.052 -1.850 -1.556 0.2207
H 3.396 0.613 0.483 0.1150
H -0.082 -2.349 0.871 0.2413



Top of the stability list: A, leading by 0.1176 hartree.



## A
18
Properties=species:S:1:pos:R:3:nbo_charge:R:1 method="wB97M-V/def2-TZVPD" homo_energy_ha=-0.3307 lumo_energy_ev=1.00 homo_lumo_gap_ev=10.0
N 1.992 -1.179 -1.477 -0.8615
N 0.315 -1.047 0.095 -0.6306
N 2.499 -1.137 0.848 -0.7955
C -0.462 0.039 -0.518 -0.2152
C 1.681 -1.112 -0.119 0.5893
C -1.766 1.837 0.864 -0.6316
C -1.698 0.396 0.328 -0.4201
H -2.611 2.531 0.951 0.2264
H 2.837 -0.836 -1.873 0.3987
H 3.388 -1.598 0.734 0.3530
H 0.159 0.918 -0.711 0.1911
H -0.952 2.414 0.411 0.2032
H 0.188 -1.073 1.100 0.3895
H 1.236 -1.455 -2.075 0.3863
H -2.621 0.163 -0.221 0.2118
H -1.512 1.816 1.923 0.2081
H -1.844 -0.274 1.188 0.2094
H -0.831 -0.403 -1.450 0.1875



## B
18
Properties=species:S:1:pos:R:3:nbo_charge:R:1 method="wB97M-V/def2-TZVPD" homo_energy_ha=-0.3194 lumo_energy_ev=0.91 homo_lumo_gap_ev=9.6
N 0.173 0.930 0.568 -0.6142
N -1.234 -0.373 1.809 -0.8146
N -1.833 1.841 1.314 -0.8629
C 1.038 -0.193 0.291 -0.2203
C 1.124 -0.980 -2.125 -0.6064
C -0.969 0.767 1.289 0.5831
C 0.453 -1.151 -0.762 -0.4118
H 1.174 -0.786 1.187 0.2296
H -1.864 -0.309 2.598 0.3466
H -2.824 1.720 1.255 0.4003
H 0.965 0.053 -2.424 0.1902
H 0.223 1.652 -0.132 0.3816
H 0.676 -2.165 -0.399 0.1977
H 1.987 0.122 -0.136 0.1894
H 2.188 -1.119 -1.916 0.1965
H -1.500 2.782 1.203 0.3823
H 0.843 -1.668 -2.913 0.2145
H -0.621 -1.124 -0.706 0.2185



Top of the stability list: B, leading by 0.0182 hartree.



## A
18
Properties=species:S:1:pos:R:3:nbo_charge:R:1 method="wB97M-V/def2-TZVPD" homo_energy_ha=-0.3001 lumo_energy_ev=0.89 smiles="CC/C(=N/N)NC" homo_lumo_gap_ev=9.1
N 1.753 -1.437 -0.141 -0.6319
N 0.539 0.688 -0.289 -0.7196
N 0.512 -1.617 0.099 -0.2546
C 1.611 1.419 0.302 -0.3920
C -1.518 -0.424 0.678 -0.4929
C -0.008 -0.498 0.311 0.3380
C -2.331 0.072 -0.465 -0.6656
H 2.017 -0.755 -0.807 0.3522
H 1.397 1.888 1.340 0.1872
H -0.269 1.273 -0.803 0.3912
H -1.337 -1.505 1.038 0.2558
H -3.561 -0.323 -0.553 0.2493
H -1.766 0.029 1.855 0.1996
H 2.416 -2.336 -0.433 0.3447
H 2.461 0.757 0.340 0.1999
H -1.885 -0.652 -1.398 0.2309
H 1.924 2.181 -0.730 0.1845
H -1.956 1.241 -0.341 0.2231



## B
18
Properties=species:S:1:pos:R:3:nbo_charge:R:1 method="wB97M-V/def2-TZVPD" homo_energy_ha=-0.2431 lumo_energy_ev=1.06 homo_lumo_gap_ev=7.7
N -1.341 0.922 1.942 -0.8363
N 1.277 0.938 0.877 -0.8838
N -0.219 0.565 -2.072 -0.8384
C 0.444 -0.165 0.702 0.0373
C 0.806 -1.120 -0.322 -0.4541
C -0.799 -0.132 1.248 -0.0676
C -0.360 -0.775 -1.532 -0.1807
H -1.400 -0.851 -1.085 0.1875
H 0.374 0.507 -2.846 0.3448
H -2.290 0.718 2.355 0.3858
H 0.990 1.884 0.943 0.3940
H 0.348 1.095 -1.365 0.3562
H -0.776 1.565 2.419 0.3771
H 0.492 -2.127 0.059 0.2167
H -0.160 -1.519 -2.409 0.1726
H -1.494 -0.909 1.039 0.1843
H 1.825 -1.189 -0.716 0.2149
H 2.282 0.592 0.761 0.3899



Top of the stability list: B, leading by 0.1657 hartree.



## A
18
Properties=species:S:1:pos:R:3:nbo_charge:R:1 method="wB97M-V/def2-TZVPD" homo_energy_ha=-0.3085 lumo_energy_ev=0.94 smiles="C/C(N)=C(/C)NN" homo_lumo_gap_ev=9.3
N -1.545 0.035 -0.632 -0.5082
N -2.463 0.030 0.415 -0.6899
N 2.331 -0.338 -0.021 -0.8707
C 0.021 -2.046 -0.332 -0.6751
C 0.028 -0.559 -0.356 0.1942
C 0.829 0.414 -0.055 0.1196
C 0.746 1.866 0.220 -0.6566
H -0.287 2.216 0.095 0.2238
H 0.888 -2.449 -0.860 0.2427
H -2.662 0.894 0.921 0.3258
H 1.053 2.081 1.248 0.2292
H 0.021 -2.426 0.693 0.2252
H 1.404 2.426 -0.451 0.2239
H 3.015 0.415 -0.073 0.3509
H -1.495 0.956 -1.068 0.3275
H 2.394 -0.809 0.880 0.3542
H -3.410 -0.291 0.223 0.3441
H -0.870 -2.417 -0.847 0.2395



## B
18
Properties=species:S:1:pos:R:3:nbo_charge:R:1 method="wB97M-V/def2-TZVPD" homo_energy_ha=-0.2750 lumo_energy_ev=1.04 homo_lumo_gap_ev=8.5
N -0.674 -1.263 0.141 -0.8572
N 2.281 -1.177 -0.162 -0.8830
N -2.883 0.524 -0.422 -0.8295
C -1.592 1.009 -0.093 -0.0786
C 1.971 0.257 -0.125 -0.2100
C -0.562 0.157 0.128 0.0967
C 0.730 0.653 0.713 -0.4330
H 0.840 0.340 1.753 0.1980
H -3.451 1.150 -0.960 0.3780
H -0.597 -1.559 1.110 0.3740
H 3.241 -1.391 -0.376 0.3687
H 0.693 1.747 0.631 0.2143
H -1.622 1.972 0.404 0.2035
H 1.584 0.470 -1.133 0.1604
H -1.500 -1.703 -0.211 0.3587
H -2.839 -0.415 -0.761 0.3558
H 1.541 -1.677 -0.614 0.3865
H 2.838 0.903 -0.022 0.1968



## C
18
Properties=species:S:1:pos:R:3:nbo_charge:R:1 method="wB97M-V/def2-TZVPD" homo_energy_ha=-0.3352 lumo_energy_ev=0.66 smiles="[H]/N=C/N[C@H](C)CN" homo_lumo_gap_ev=9.8
N -0.637 -0.833 0.162 -0.6647
N -2.651 0.486 -0.061 -0.6786
N 0.322 2.252 -0.373 -0.8208
C 0.685 -0.263 -0.192 -0.0574
C 1.807 -1.261 -0.077 -0.6161
C -2.092 -0.720 0.023 0.2642
C 0.773 1.110 0.524 -0.2429
H -0.549 -1.855 -0.445 0.3481
H -3.695 0.084 0.219 0.3340
H -0.614 2.070 -0.346 0.3655
H 0.049 0.624 1.431 0.1804
H 1.720 1.412 0.939 0.1974
H 1.558 -2.016 -0.836 0.2056
H -2.510 -1.772 -0.142 0.1803
H 1.917 -1.946 0.976 0.2176
H 0.794 0.020 -1.383 0.1901
H 0.484 3.155 0.038 0.3584
H 2.640 -0.548 -0.458 0.2389



Top of the stability list: B, leading by 0.0805 hartree.



## A
11
Properties=species:S:1:pos:R:3:nbo_charge:R:1 method="wB97M-V/def2-TZVPD" homo_energy_ha=-0.3381 lumo_energy_ev=0.66 homo_lumo_gap_ev=9.9
N -0.202 1.337 0.104 -0.7049
N -1.636 -0.603 -0.221 -0.7690
C 1.913 -0.048 -0.075 -0.3771
C 0.725 -0.678 -0.014 -0.2676
C -0.516 0.087 0.014 0.3482
H 0.702 -1.882 0.561 0.1693
H -1.038 2.009 0.121 0.3340
H -1.499 -1.535 0.387 0.3825
H 1.726 1.056 -0.368 0.2810
H -2.540 -0.127 0.384 0.3745
H 2.781 -0.825 0.182 0.2291



## B
11
Properties=species:S:1:pos:R:3:nbo_charge:R:1 method="wB97M-V/def2-TZVPD" homo_energy_ha=-0.3498 lumo_energy_ev=1.06 smiles="C1=NN1.C=C" homo_lumo_gap_ev=10.6
N -1.778 1.302 0.057 -0.5259
N -0.346 1.601 0.708 -0.2228
C 0.744 -1.434 -0.652 -0.4124
C -1.157 0.761 1.099 0.2064
C 1.603 -0.478 -0.596 -0.3681
H 1.097 -2.407 -0.593 0.1910
H 1.280 0.520 -0.701 0.2067
H -1.336 -0.026 1.892 0.2067
H -0.260 -1.120 -0.951 0.1971
H 2.620 -0.765 -0.549 0.1846
H -2.466 2.047 0.286 0.3368



## C
11
Properties=species:S:1:pos:R:3:nbo_charge:R:1 method="wB97M-V/def2-TZVPD" homo_energy_ha=-0.3598 lumo_energy_ev=0.91 smiles=CNCC#N homo_lumo_gap_ev=10.7
N -2.447 -0.931 -0.653 -0.3259
N 0.499 0.287 0.710 -0.5948
C 1.256 -0.570 -0.200 -0.4263
C -0.690 0.873 0.135 -0.3242
C -1.697 -0.110 -0.331 0.2499
H 0.824 -1.572 -0.352 0.1850
H -1.175 1.527 0.868 0.2406
H 2.275 -0.681 0.184 0.2074
H -0.412 1.509 -0.714 0.2314
H 1.324 -0.087 -1.181 0.1958
H 0.242 -0.246 1.535 0.3609



Top of the stability list: C, leading by 0.0991 hartree.



## A
11
Properties=species:S:1:pos:R:3:nbo_charge:R:1 method="wB97M-V/def2-TZVPD" homo_energy_ha=-0.3554 lumo_energy_ev=0.95 smiles=CNCC#N homo_lumo_gap_ev=10.6
N 0.772 2.630 -0.200 -0.3280
N -0.300 -0.359 0.649 -0.5920
C 1.052 0.095 0.381 -0.3226
C -1.050 -0.837 -0.505 -0.4215
C 1.020 1.505 -0.077 0.2479
H -0.799 0.421 1.066 0.3639
H 1.634 0.099 1.310 0.2381
H -1.221 -0.093 -1.301 0.1769
H -0.535 -1.698 -0.943 0.1938
H 1.553 -0.593 -0.309 0.2335
H -2.022 -1.184 -0.145 0.2102



## B
11
Properties=species:S:1:pos:R:3:nbo_charge:R:1 method="wB97M-V/def2-TZVPD" homo_energy_ha="-0.2887 / -0.2887" lumo_energy_ev="0.30 / 0.30" homo_lumo_gap_ev="8.2 / 8.2"
N -3.147 -0.182 0.632 -0.3485
N 0.256 -0.556 0.331 -0.3529
C -0.814 -0.287 -0.446 -0.3032
C -2.092 -0.237 0.140 0.2137
C 1.534 -0.555 0.036 -0.2510
H 2.250 -0.776 0.812 0.2059
H 1.836 -0.353 -0.984 0.2010
H 0.272 1.889 -0.421 -0.0012
H -0.653 -0.103 -1.499 0.2310
H 1.006 1.850 -0.273 -0.0209
H 0.028 -0.730 1.308 0.4261



## C
11
Properties=species:S:1:pos:R:3:nbo_charge:R:1 method="wB97M-V/def2-TZVPD" homo_energy_ha=-0.3011 lumo_energy_ev=1.17 smiles="NNC1C=C1" homo_lumo_gap_ev=9.4
N 1.265 0.075 0.326 -0.4910
N 1.120 1.152 -0.637 -0.6527
C -0.003 -0.497 0.689 -0.0973
C -1.042 -0.928 -0.302 -0.2133
C -1.277 0.193 0.408 -0.2187
H 0.113 -1.049 1.582 0.1746
H -2.137 0.933 0.705 0.2405
H 0.818 0.722 -1.597 0.3179
H 0.410 1.720 -0.291 0.3454
H 2.027 -0.558 0.066 0.3639
H -1.294 -1.764 -0.948 0.2308



## D
11
Properties=species:S:1:pos:R:3:nbo_charge:R:1 method="wB97M-V/def2-TZVPD" homo_energy_ha="-0.2911 / -0.2911" lumo_energy_ev="0.31 / 0.31" homo_lumo_gap_ev="8.2 / 8.2"
N -3.211 -0.133 0.631 -0.3453
N 0.202 -0.497 0.416 -0.3595
C 1.485 -0.496 0.141 -0.2508
C -0.854 -0.255 -0.392 -0.3015
C -2.145 -0.195 0.166 0.2150
H 2.193 -0.617 0.947 0.2079
H 0.264 1.722 -0.560 -0.0024
H -0.690 -0.184 -1.458 0.2335
H 0.994 1.665 -0.398 -0.0262
H -0.043 -0.623 1.394 0.4258
H 1.805 -0.388 -0.887 0.2034



Top of the stability list: A, leading by 0.0852 hartree.



## A
11
Properties=species:S:1:pos:R:3:nbo_charge:R:1 method="wB97M-V/def2-TZVPD" homo_energy_ha=-0.3471 lumo_energy_ev=1.03 smiles="[H]/N=C/N1CC1" homo_lumo_gap_ev=10.5
N 2.300 -0.719 0.077 -0.6477
N 0.342 0.756 -0.396 -0.4046
C -0.885 0.969 0.499 -0.2603
C 1.026 -0.617 0.033 0.2841
C -1.132 0.195 -0.762 -0.2955
H -1.184 1.923 0.455 0.2211
H -0.714 0.316 1.329 0.2052
H 0.292 -1.384 0.304 0.1225
H 2.486 -1.285 0.935 0.3602
H -1.398 0.734 -1.629 0.2162
H -1.133 -0.888 -0.845 0.1987



## B
11
Properties=species:S:1:pos:R:3:nbo_charge:R:1 method="wB97M-V/def2-TZVPD" homo_energy_ha=-0.3244 lumo_energy_ev=0.91 smiles="C=C=NCN" homo_lumo_gap_ev=9.7
N -1.581 0.838 -0.529 -0.8223
N -0.097 -0.167 0.956 -0.4140
C 0.946 0.023 0.390 0.3684
C 2.186 -0.205 0.033 -0.6268
C -1.202 -0.446 0.037 -0.0747
H -0.549 1.286 -0.636 0.3595
H 2.535 -1.216 -0.133 0.2440
H -0.901 -1.119 -0.779 0.1746
H -2.190 1.293 0.152 0.3658
H -2.029 -0.904 0.590 0.1924
H 2.881 0.617 -0.081 0.2331



Top of the stability list: B, leading by 0.0417 hartree.



## A
11
Properties=species:S:1:pos:R:3:nbo_charge:R:1 method="wB97M-V/def2-TZVPD" homo_energy_ha=-0.7568 lumo_energy_ev=-11.40 total_charge=+2 smiles="[NH+]#CNC=C=[NH2+]" homo_lumo_gap_ev=9.2
N -0.803 -0.897 1.187 -0.5581
N 0.696 -1.807 -0.512 -0.4214
N 0.842 1.685 -0.773 -0.5873
C -0.830 0.409 0.723 -0.0451
C -0.131 -1.680 0.385 0.8010
C 0.022 0.867 -0.203 0.4175
H 1.366 -2.151 -1.207 0.5347
H -1.704 -1.373 1.286 0.4871
H -1.850 0.932 1.156 0.3792
H 1.064 1.563 -1.824 0.4949
H 1.327 2.453 -0.219 0.4975



## B
11
Properties=species:S:1:pos:R:3:nbo_charge:R:1 method="wB97M-V/def2-TZVPD" homo_energy_ha="-0.8008 / -0.7629" lumo_energy_ev="-13.23 / -13.83" total_charge=+2 homo_lumo_gap_ev="8.6 / 6.9"
N 0.974 -1.220 -0.144 -0.3742
N 1.340 1.083 0.006 -0.1725
N -1.975 -0.187 0.000 -0.6267
C -0.913 0.423 0.068 0.6706
C 1.667 -0.262 0.152 0.2667
C 0.120 1.377 -0.060 -0.0221
H 1.037 -2.292 -0.170 0.5065
H -2.140 -0.955 -0.694 0.5234
H -0.128 2.424 -0.268 0.3367
H 2.831 -0.474 0.386 0.3477
H -2.812 0.083 0.725 0.5437



Top of the stability list: A, leading by 0.0782 hartree.